# 1
The following is a DFT calculation (the ωB97M-V functional and the def2-TZVPD basis) of C34H40Cl3F3N6O6SSiTa as an isolated structure.

Structure (XYZ):
```
95
C34H40Cl3F3N6O6SSiTa | the Open Molecules 2025 dataset | the ωB97M-V functional and the def2-TZVPD basis
Ta -0.0096 -0.5244 0.2692
C -0.1481 -2.2478 -3.1887
C -1.3948 -2.2393 -2.3612
C -2.5489 -2.8431 -2.8261
C -3.7064 -2.7704 -2.0530
C -3.7109 -2.0940 -0.8597
C -2.5104 -1.4787 -0.4179
N -1.3882 -1.6109 -1.1809
N -2.2771 -0.7125 0.6605
Si -3.5827 -0.3832 1.7864
C -4.9312 0.5781 0.8617
C -3.0906 0.6687 3.2530
C -4.2889 -1.9860 2.5055
H -0.3439 -2.7483 -4.1359
H 0.6582 -2.7529 -2.6584
H 0.1921 -1.2300 -3.3894
H -2.5400 -3.3522 -3.7788
H -4.6171 -3.2416 -2.4043
H -4.6092 -2.0208 -0.2711
H -4.5115 1.5145 0.4864
H -5.7339 0.8246 1.5623
H -5.3762 0.0504 0.0169
H -3.8184 1.4720 3.3918
H -2.1090 1.1083 3.1226
H -3.0702 0.0620 4.1596
H -4.7898 -2.6392 1.7933
H -5.0091 -1.7339 3.2892
H -3.4776 -2.5533 2.9680
C -4.3420 2.1763 -2.6435
C -2.8417 1.9086 -2.7270
C -2.0905 3.2050 -3.0181
C -2.5701 0.8767 -3.8303
N -2.4657 1.4184 -1.3844
N -1.0739 1.1212 -1.2246
H -4.7172 2.5522 -3.5970
H -4.5540 2.9087 -1.8646
H -4.8831 1.2561 -2.4076
H -2.4631 3.6536 -3.9405
H -1.0230 3.0224 -3.1466
H -2.2302 3.9138 -2.1996
H -2.9299 1.2501 -4.7916
H -3.0917 -0.0573 -3.6123
H -1.5052 0.6676 -3.9423
H -2.9805 0.5611 -1.2022
H -0.6215 1.9678 -0.8818
H -0.6174 0.9146 -2.1147
F 5.9225 0.6681 4.8430
C 6.0785 0.2304 3.5740
F 6.9403 1.0690 2.9716
F 6.6821 -0.9734 3.6537
C 4.7608 0.1475 2.8591
C 4.4221 1.0456 1.8671
C 3.1682 0.9382 1.2789
N 2.2838 0.0023 1.6039
C 2.6349 -0.8754 2.5491
C 3.8457 -0.8357 3.2130
H 5.1017 1.8223 1.5463
H 2.8634 1.6331 0.5072
H 1.9183 -1.6587 2.7555
H 4.0706 -1.5735 3.9706
Cl -0.8462 3.0422 4.0655
C 0.2737 3.3357 2.7370
Cl 1.9354 3.2507 3.3753
Cl -0.0181 4.9508 2.0843
C 0.1867 2.2655 1.5890
O 0.6213 2.6080 0.5047
O -0.2321 1.1198 1.9252
S 1.2784 -2.2673 -0.2105
O 1.0424 0.9878 -3.1905
C 1.8050 0.7569 -2.2434
O 1.4753 0.4917 -1.0426
C 3.2950 0.7524 -2.5018
C 3.8290 1.5187 -3.5300
C 5.1932 1.5240 -3.7583
C 5.9983 0.7242 -2.9603
C 5.4854 -0.0753 -1.9499
C 4.1209 -0.0499 -1.7202
N 7.4413 0.7183 -3.2014
O 8.1394 0.0289 -2.4809
O 7.8806 1.4653 -4.0587
H 3.1574 2.1051 -4.1421
H 5.6399 2.1227 -4.5372
H 6.1484 -0.6974 -1.3673
H 3.6723 -0.6652 -0.9523
C -1.0478 -3.4247 4.4040
C -1.0283 -3.9323 3.1098
C -0.6944 -3.1170 2.0395
C -0.3773 -1.7513 2.1740
C -0.4269 -1.2799 3.4904
C -0.7400 -2.0858 4.5813
H -1.2938 -4.0580 5.2479
H -1.2634 -4.9755 2.9296
H -0.6703 -3.5681 1.0539
H -0.1903 -0.2417 3.6943
H -0.7394 -1.6529 5.5761
```

Results
- Spin multiplicity: 1
- Charge: -1
- Lowest unoccupied orbital energy: 1.40 eV
- Frontier orbital gap: 6.6 eV
- ΔE to the lowest compared entry with this formula, charge and spin: 0.487 eV


# 2
The following is a DFT calculation (the ωB97M-V functional and the def2-TZVPD basis) of a 5-piece molecular cluster, C34H40F3N8O6S2 overall in a non-equilibrium geometry.

Structure (XYZ):
```
93
C34H40F3N8O6S2 | the Open Molecules 2025 dataset | the ωB97M-V functional and the def2-TZVPD basis
C 6.2513 -1.4281 0.2792
C 5.9572 -1.0150 -1.1455
C 5.1922 -2.0625 -1.9185
O 3.9767 -2.3765 -1.2238
C 2.8590 -1.8039 -1.7090
O 2.1031 -1.1328 -1.0543
C 2.4985 -2.1805 -3.1515
S 1.0954 -3.3130 -3.1010
C -0.2464 -2.2599 -2.8472
N -0.3193 -0.9426 -2.7967
N -1.5868 -0.6326 -2.6003
N -2.2778 -1.7014 -2.5343
C -3.7211 -1.8227 -2.3314
C -4.4153 -0.4786 -2.5145
O -4.2218 0.3857 -1.4416
C -5.3402 0.5744 -0.6038
C -5.3714 -0.4680 0.5140
F -6.3084 -1.4123 0.3127
F -5.6786 0.1264 1.6863
F -4.1955 -1.0925 0.6701
N -1.4745 -2.7823 -2.6850
C -1.9047 -4.1602 -2.6384
C -2.2179 -4.5481 -1.1788
O -1.4324 -4.2933 -0.3064
O 5.2014 0.1943 -1.1912
C 5.8979 1.3022 -1.5951
O 5.9266 2.3039 -0.9052
C 6.5456 1.2893 -2.9586
S 5.5484 2.1876 -4.1759
H 6.5833 -2.4568 0.2747
H 7.0842 -0.8350 0.6337
H 5.4052 -1.2889 0.9302
H 6.9152 -0.9160 -1.6497
H 5.7770 -2.9677 -2.0098
H 5.0093 -1.6589 -2.9122
H 3.2784 -2.7416 -3.6433
H 2.2828 -1.3000 -3.7382
H -4.1118 -2.4838 -3.0943
H -3.9139 -2.2801 -1.3700
H -5.4578 -0.6941 -2.7192
H -3.9962 -0.0357 -3.4117
H -5.2295 1.5426 -0.1487
H -6.2715 0.5724 -1.1561
H -2.7571 -4.3044 -3.2871
H -1.1147 -4.8053 -2.9939
H -3.1779 -5.0439 -0.9766
H 7.5076 1.7664 -2.8854
H 6.7193 0.2872 -3.3231
H 5.1240 1.1462 -4.9024
N 6.5451 -1.9646 3.5332
C 6.8823 -0.6910 3.7319
C 6.4893 0.0471 4.8368
C 5.6977 -0.5687 5.7918
C 5.3372 -1.8924 5.6043
C 5.7867 -2.5410 4.4643
H 7.5008 -0.2433 2.9618
H 6.7990 1.0772 4.9472
H 5.3717 -0.0268 6.6718
H 4.7226 -2.4127 6.3254
H 5.5307 -3.5790 4.2817
N -5.7448 3.6981 -1.1173
C -6.2436 4.3214 -0.0495
C -6.5428 5.6734 -0.0177
C -6.3095 6.4243 -1.1576
C -5.7901 5.7948 -2.2768
C -5.5277 4.4367 -2.2050
H -6.4096 3.6990 0.8244
H -6.9474 6.1243 0.8773
H -6.5286 7.4837 -1.1735
H -5.5918 6.3438 -3.1864
H -5.1218 3.9060 -3.0591
N -7.8341 -2.9932 -4.6004
C -9.1217 -2.8172 -4.8862
C -10.0814 -2.4805 -3.9399
C -9.6836 -2.3179 -2.6238
C -8.3456 -2.5007 -2.3101
C -7.4753 -2.8364 -3.3301
H -9.3932 -2.9536 -5.9263
H -11.1133 -2.3483 -4.2323
H -10.3998 -2.0534 -1.8575
H -7.9838 -2.3904 -1.2971
H -6.4197 -2.9886 -3.1172
N 5.6278 2.6163 8.1531
C 5.4203 3.0226 6.9032
C 5.5681 4.3346 6.4822
C 5.9514 5.2822 7.4169
C 6.1708 4.8787 8.7236
C 5.9974 3.5391 9.0380
H 5.1163 2.2473 6.2086
H 5.3875 4.6043 5.4508
H 6.0776 6.3185 7.1315
H 6.4707 5.5853 9.4847
H 6.1615 3.1812 10.0481
```

Results
- Spin multiplicity: 1
- Charge: +1
- Lowest unoccupied orbital energy: -3.53 eV
- Frontier orbital gap: 7.3 eV


# 3
The following is a DFT calculation (the ωB97M-V functional and the def2-TZVPD basis) of C34H40LaN11O2S3 as an isolated structure in a non-equilibrium geometry.

Structure (XYZ):
```
91
C34H40LaN11O2S3 | the Open Molecules 2025 dataset | the ωB97M-V functional and the def2-TZVPD basis
La -1.5114 0.9310 0.1085
C 2.6428 0.6487 4.9802
C 3.0001 0.6979 3.4991
N 2.3582 1.7838 2.8056
C 1.1338 1.7521 2.2397
S 0.3541 0.2130 2.1053
N 0.7018 2.9653 1.9108
N -0.4427 3.0487 1.1929
C -0.9891 4.2272 1.1185
C -0.4250 5.4404 1.8070
C -2.2354 4.3726 0.3385
C -2.7724 5.6426 0.0808
C -3.9545 5.7483 -0.6250
C -4.5982 4.5917 -1.0444
C -4.0003 3.3760 -0.7538
N -2.8529 3.2617 -0.1028
H 3.1697 -0.1649 5.4719
H 2.9103 1.5784 5.4805
H 1.5751 0.4876 5.1024
H 4.0772 0.8116 3.3555
H 2.7024 -0.2269 3.0043
H 2.7180 2.7179 2.9381
H 0.2389 5.1226 2.6064
H 0.1581 6.0480 1.1115
H -1.2165 6.0637 2.2177
H -2.2650 6.5272 0.4234
H -4.3741 6.7217 -0.8386
H -5.5298 4.6235 -1.5862
H -4.4702 2.4479 -1.0569
N -0.7258 -2.0850 -3.5210
C -1.0330 -1.4573 -2.3471
S 0.2721 -0.4960 -1.6914
N -2.2218 -1.7340 -1.8924
N -2.6087 -1.1425 -0.6950
C -3.6721 -1.6754 -0.1833
C -4.3660 -1.3044 1.0265
C -5.4417 -2.1292 1.3905
C -6.1738 -1.9077 2.5388
C -5.8328 -0.8363 3.3619
C -4.7895 -0.0004 3.0375
C -4.0364 -0.1988 1.8665
O -3.0784 0.6205 1.5630
H 0.0829 -1.7694 -4.0252
H -1.4769 -2.5312 -4.0188
H -4.0939 -2.5268 -0.7234
H -5.6876 -2.9651 0.7487
H -6.9958 -2.5601 2.7985
H -6.3933 -0.6564 4.2699
H -4.5176 0.8315 3.6718
C 2.5829 -2.6129 -3.6585
C 3.7824 -3.4166 -3.1598
C 3.8392 -3.4829 -1.6339
N 4.1258 -2.1782 -1.0806
C 3.3508 -1.4135 -0.3026
S 3.6224 0.2090 -0.1125
N 2.2801 -2.0214 0.3367
C 2.2487 -3.1858 1.0758
O 1.1956 -3.6757 1.4168
C 3.5581 -3.7737 1.5106
C 4.5709 -2.9726 2.0260
C 5.7361 -3.5541 2.4935
C 5.8999 -4.9277 2.4365
C 4.8909 -5.7292 1.9278
C 3.7149 -5.1560 1.4766
H 2.5805 -2.5449 -4.7426
H 2.5885 -1.6016 -3.2547
H 1.6486 -3.0798 -3.3443
H 4.7134 -2.9822 -3.5330
H 3.7454 -4.4408 -3.5425
H 4.6009 -4.1927 -1.2931
H 2.8787 -3.8177 -1.2470
H 4.9166 -1.6834 -1.4679
H 1.4380 -1.4524 0.3714
H 4.4457 -1.9001 2.0588
H 6.5190 -2.9324 2.9026
H 6.8140 -5.3764 2.7967
H 5.0178 -6.8012 1.8909
H 2.9058 -5.7679 1.1048
N -0.0108 3.1228 -2.4637
C -1.1137 2.6842 -3.1412
C -1.4302 3.1912 -4.4133
C -2.5479 2.7148 -5.0547
C -3.3319 1.7437 -4.4339
C -2.9564 1.3225 -3.1769
N -1.8887 1.7904 -2.5251
H 0.6844 3.5993 -3.0157
H 0.3990 2.4552 -1.8183
H -0.7914 3.9290 -4.8711
H -2.8038 3.0812 -6.0401
H -4.2046 1.3304 -4.9092
H -3.5288 0.5647 -2.6563
```

Results
- Spin multiplicity: 1
- Lowest unoccupied orbital energy: -0.20 eV
- Frontier orbital gap: 7.1 eV
- ΔE to the lowest compared entry with this formula, charge and spin: 0.997 eV


# 4
The following is a DFT calculation (the ωB97M-V functional and the def2-TZVPD basis) of C34H40N4O3P2Pt as an isolated structure in a non-equilibrium geometry.

Structure (XYZ):
```
84
C34H40N4O3P2Pt | the Open Molecules 2025 dataset | the ωB97M-V functional and the def2-TZVPD basis
Pt 0.3955 -0.4499 -1.1714
C 3.2207 -2.4973 -0.6376
C 3.5828 -1.4603 0.1094
C 4.6043 -0.4280 -0.2700
C 4.4330 0.1319 -1.7104
C 3.0432 0.3033 -2.1651
C 2.2136 -0.6754 -2.6345
C 2.8031 -2.0236 -3.0861
C 3.7035 -2.7001 -2.0320
C -1.7106 0.2762 -1.4146
H 2.7617 -3.3770 -0.1824
H 3.2340 -1.4595 1.1497
H 5.6157 -0.8635 -0.2233
H 4.6352 0.3743 0.4702
H 5.0174 1.0698 -1.7899
H 4.9272 -0.5401 -2.4178
H 2.7012 1.3354 -2.2609
H 1.2871 -0.4549 -3.1885
H 3.4177 -1.9153 -4.0183
H 1.9294 -2.6653 -3.3238
H 3.7758 -3.7697 -2.2668
H 4.7227 -2.3140 -2.1101
H -2.3512 -0.6096 -1.5309
H -1.9560 0.9837 -2.2193
H -1.9459 0.7281 -0.4738
P 0.7105 1.8499 -0.9221
P 0.4815 -0.7364 1.1295
N 0.7742 2.2940 -2.8747
N -0.0731 3.3862 -0.3493
N 0.6310 -2.6113 1.1723
N -0.4088 -0.8408 2.6964
C 2.0104 1.7077 0.4263
C 1.7729 0.5464 1.4667
C 0.1272 1.4210 -3.7510
C 0.5087 1.6825 -5.0599
C 1.3788 2.8156 -5.0084
C 1.5304 3.1626 -3.6589
C -1.3965 3.8150 -0.5379
C -1.4143 5.2093 -0.6185
C -0.0649 5.6579 -0.4557
C 0.7189 4.5395 -0.2424
C -0.0142 -3.2637 0.1053
C 0.4677 -4.5679 -0.0005
C 1.4052 -4.7667 1.0748
C 1.4713 -3.5553 1.7869
C -0.2978 -1.8046 3.7072
C -0.6411 -1.2439 4.9350
C -1.1050 0.0855 4.6710
C -0.9253 0.3084 3.3129
H 2.0631 2.6811 0.9381
H 2.9938 1.5896 -0.0763
H 2.7245 0.0135 1.5334
H 1.6364 0.9726 2.4665
H -0.4941 0.6079 -3.3953
H 0.2018 1.0894 -5.9214
H 1.8444 3.2820 -5.8684
H 2.1242 3.9422 -3.2073
H -2.1925 3.0955 -0.4852
H -2.2780 5.8340 -0.7958
H 0.2877 6.6843 -0.5201
H 1.7595 4.4484 0.0369
H -0.7655 -2.7190 -0.4793
H 0.1723 -5.2872 -0.7559
H 1.9848 -5.6674 1.2664
H 1.9722 -3.3560 2.7266
H 0.0401 -2.7997 3.4833
H -0.5051 -1.7053 5.9024
H -1.5018 0.7991 5.3778
H -1.1140 1.1863 2.7130
O -4.8951 -2.3770 0.9739
C -5.5294 -1.4122 1.5911
C -6.8693 -1.5278 2.0362
C -7.4629 -0.5393 2.7991
C -6.7750 0.6556 3.0421
C -5.4532 0.8081 2.6316
C -4.8301 -0.2058 1.9137
C -3.4029 -0.0583 1.4801
O -2.9046 1.0676 1.4050
O -2.7832 -1.1773 1.1615
H -3.7611 -2.0169 0.9925
H -7.3757 -2.4439 1.7859
H -8.4522 -0.7204 3.2131
H -7.2815 1.4579 3.5646
H -4.8863 1.7083 2.8633
```

Results
- Spin multiplicity: 3
- Lowest unoccupied orbital energy (spin up / spin down): -1.35 / -1.94 eV
- Frontier orbital gap (spin up / spin down): 5.1 / 4.6 eV
- Expectation value of S²: 2.015
- ΔE to the lowest compared entry with this formula, charge and spin: 4.619 eV


# 5
The following is a DFT calculation (the ωB97M-V functional and the def2-TZVPD basis) of C34H41BF9FeIN6O5PS3 as an isolated structure in a non-equilibrium geometry.

Structure (XYZ):
```
102
C34H41BF9FeIN6O5PS3 | the Open Molecules 2025 dataset | the ωB97M-V functional and the def2-TZVPD basis
Fe 0.5761 0.7911 0.7736
S 3.1045 3.7389 3.2238
C 2.2623 2.7288 2.2332
S 2.6222 1.0428 1.9994
S 0.8557 3.2480 1.2957
C -1.5242 4.4982 -2.4595
N -0.1312 4.2303 -3.0258
C -0.2702 3.3936 -4.3046
N -0.9898 2.1923 -4.0448
C -2.3016 2.5007 -3.4769
N -2.2142 3.2725 -2.2366
C -1.5968 2.4793 -1.1478
P 0.1589 1.8964 -1.5010
C 0.7779 3.5468 -2.0232
C -0.2114 1.2469 -3.2082
H -2.0399 5.1140 -3.1938
H -1.3801 5.0490 -1.5341
H 0.3058 5.1186 -3.2672
H 0.7403 3.1904 -4.6486
H -0.7995 4.0192 -5.0206
H -2.8221 1.5673 -3.2699
H -2.8760 3.0701 -4.2085
H -2.2299 1.6164 -0.9432
H -1.5700 3.0856 -0.2380
H 1.7400 3.4147 -2.4964
H 0.8998 4.1826 -1.1485
H -0.7718 0.3123 -3.1228
H 0.7360 1.0273 -3.6965
C -2.4369 -4.0738 0.1750
C -1.8616 -2.7693 -0.3362
C -1.0920 -3.0072 -1.6213
O -0.9107 -2.3132 0.6499
B -1.1610 -1.0052 0.9404
O -2.1972 -0.4730 0.2141
C -2.8993 -1.5818 -0.4115
C -3.2791 -1.1568 -1.8108
C -4.1491 -1.8098 0.4214
H -1.6307 -4.8106 0.2221
H -3.2110 -4.4543 -0.4978
H -2.8466 -3.9675 1.1786
H -0.3249 -3.7632 -1.4377
H -0.5860 -2.0993 -1.9613
H -1.7514 -3.3674 -2.4148
H -2.4074 -0.8555 -2.3936
H -3.9754 -0.3140 -1.7566
H -3.7800 -1.9735 -2.3368
H -3.8967 -2.0446 1.4593
H -4.7527 -2.6250 0.0159
H -4.7501 -0.8968 0.4158
F 4.4688 -0.5959 -3.5643
C 4.8698 0.3462 -2.6770
F 4.8341 -0.2000 -1.4679
F 6.1444 0.6425 -2.9604
C 3.9067 1.5822 -2.7482
O 2.6873 1.3008 -2.2633
C 3.7708 2.0160 -4.2605
F 3.2376 3.2698 -4.3263
F 2.8997 1.2213 -4.9073
F 4.8943 2.0277 -4.9741
C 4.6101 2.7491 -1.9541
F 5.5814 3.3479 -2.6720
F 5.1498 2.3052 -0.8251
F 3.7191 3.6963 -1.6290
I 2.7846 -5.0554 -0.2553
C 2.3183 -3.0731 -0.4843
C 2.3128 -2.3748 -1.6685
N 1.8969 -1.1352 -1.3924
N 1.6714 -0.9727 -0.0689
C 1.9151 -2.1505 0.4957
H 2.6142 -2.6651 -2.6649
H 2.1032 -0.2519 -1.9177
H 1.7840 -2.2947 1.5652
C 1.8984 -5.0001 3.8175
O 1.4827 -3.6431 3.9115
C 0.1422 -3.4037 3.8558
C -0.8194 -4.3554 3.5749
C -2.1709 -3.9974 3.5707
C -2.5350 -2.6990 3.8734
C -1.5601 -1.7467 4.1755
C -0.2172 -2.0822 4.1487
N 0.8145 -1.1828 4.4317
C 0.7195 0.1764 4.5948
C -0.2408 1.0356 3.9806
C -0.4941 2.2860 4.5692
C -1.5021 3.1142 4.1237
C -2.3099 2.7237 3.0616
C -2.0302 1.5418 2.4033
C -0.9561 0.7683 2.8128
O -0.5927 -0.4483 2.1130
H 1.4846 -5.5870 4.6376
H 2.9804 -4.9931 3.8786
H 1.5990 -5.4354 2.8664
H -0.5320 -5.3751 3.3576
H -2.9226 -4.7453 3.3488
H -3.5809 -2.4150 3.9003
H -1.8493 -0.7352 4.4348
H 1.7156 -1.5994 4.5965
H 1.4604 0.6256 5.2446
H 0.1163 2.5770 5.4166
H -1.6701 4.0642 4.6181
H -3.1303 3.3457 2.7246
H -2.6247 1.2371 1.5540
```

Results
- Spin multiplicity: 6
- Lowest unoccupied orbital energy (spin up / spin down): -0.35 / -0.35 eV
- Frontier orbital gap (spin up / spin down): 5.6 / 6.2 eV
- Expectation value of S²: 8.793
- ΔE to the lowest compared entry with this formula, charge and spin: 0.000 eV


For each record above, in turn, the calculated E values are -4524.70343; -3304.69260; -3298.77589; -2566.03625; -6046.01574 hartree.